No. 1
# C4H9NO

A cluster of 2 separate species, C4H9NO in total (ωB97M-V/def2-TZVPD, the Open Molecules 2025 dataset).

```
15
C4H9NO (ωB97M-V/def2-TZVPD)
C 0.9611 0.3679 1.4364
C 0.2521 -0.0483 0.3984
N -1.0436 -0.3178 -0.0329
C 0.0910 -0.4550 -0.9860
C 0.4120 -1.8580 -1.4352
H 2.0418 0.4417 1.3828
H 0.4803 0.5926 2.3857
H -1.5884 0.5389 -0.1409
H 0.1958 0.3257 -1.7420
H 1.4432 -1.9161 -1.7997
H 0.3021 -2.5457 -0.5919
H -0.2600 -2.1804 -2.2368
O -1.3105 2.5385 0.8379
H -0.3666 2.3187 0.8342
H -1.6104 2.1972 1.6900
```

Calculated values
**ΔE to the lowest compared entry with this formula, charge and spin**: 61.92 kcal per mole
**SMILES string**: C=C1N[C@@H]1C.O
**LUMO**: 0.033 Ha
**HOMO-LUMO gap**: 10.09 eV
**Molar mass**: 87.12 g/mol


No. 2
# C4H9NO

An isolated molecule of C4H9NO (ωB97M-V/def2-TZVPD, the Open Molecules 2025 dataset).

```
15
C4H9NO (ωB97M-V/def2-TZVPD)
C -1.5719 1.1016 0.1672
C -0.6663 1.3267 -1.0166
N 0.1596 0.3166 -1.2389
C 0.2881 -0.9764 -0.5506
C 1.0419 -0.8852 0.8094
O 1.3348 0.4253 1.2343
H -0.9633 1.0609 1.0814
H -2.2831 1.9248 0.2648
H -2.1466 0.1631 0.1178
H -0.7130 -1.3929 -0.4120
H 0.7756 0.4286 -2.0353
H 0.8265 -1.6485 -1.2250
H 1.9632 -1.4841 0.7506
H 0.4222 -1.3229 1.5982
H 1.5321 0.9623 0.4546
```

Calculated values
**ΔE to the lowest compared entry with this formula, charge and spin**: 76.66 kcal per mole
**LUMO**: 0.029 Ha
**HOMO-LUMO gap**: 8.80 eV
**Molar mass**: 87.12 g/mol


Question: Among the records above, which one has the highest LUMO?
Answer: number 1


Question: Which of these has the highest LUMO?
Answer: number 1